Formula: C16H9F9N3OSSb2Se8W
Source: the Open Molecules 2025 dataset
Level of theory: the ωB97M-V functional and the def2-TZVPD basis

Maximum force, eV Å⁻¹: 0.791
Total energy, eV: -596226.975
Charge: -1
Orbital gap (alpha / beta), eV: 4.81 / 4.81

```
50
C16H9F9N3OSSb2Se8W the ωB97M-V functional and the def2-TZVPD basis
C -0.3420 5.3494 -0.8108
H -0.9559 7.1492 -1.7981
N -0.4089 1.0123 -0.3563
H 0.9094 3.7287 0.7363
H -2.8037 3.5278 -3.1518
C -2.1219 4.0448 -2.4877
Sb 1.9164 -0.3414 -3.0019
C 1.1001 1.9489 2.6479
Sb -2.5435 -0.4408 2.1178
Se -2.7398 1.9317 2.3120
C 1.3631 1.5679 1.3318
F 0.3678 -6.3986 1.0937
Se 1.9909 2.0379 -2.8506
C 0.0257 -5.1071 1.1797
C -0.5097 3.9800 -0.7277
C 0.3124 1.8823 0.2931
C -1.9715 5.4227 -2.5703
N 2.5192 1.0862 0.9174
F 0.2354 -6.3003 -1.6739
F 1.7478 -4.9348 -0.9492
C 0.4730 -5.0254 -1.3354
Se 3.1235 -1.6602 -4.5635
H 1.9269 2.0135 4.6218
N 0.2264 3.2264 0.1951
H 0.3658 5.8438 -0.1558
F 0.3099 -4.2722 -2.4129
F -2.2681 -4.8220 -1.7366
C -1.0822 6.0771 -1.7334
Se -0.5428 -1.0765 -2.7927
C -1.3967 3.3212 -1.5540
F 1.0939 -4.4228 1.5830
C 3.4659 0.8941 1.8347
H 4.3978 0.4771 1.4693
S -1.6559 1.5983 -1.4381
C 3.3038 1.2074 3.1735
Se -2.8311 -1.0973 -0.4253
F -2.0583 -6.3715 -0.2360
W -0.3956 -1.3088 -0.3088
C -1.9348 -5.0578 -0.4630
Se -0.0294 -1.0773 2.1221
Se 2.0509 -1.4464 -0.6742
C 2.0967 1.7568 3.5842
C -0.4827 -4.5538 -0.1900
H -2.5460 5.9804 -3.2975
O -0.5079 -3.2043 -0.1140
F -2.7996 -4.4190 0.3144
H 0.1187 2.3185 2.9181
Se -3.7065 -2.0833 3.3739
H 4.1076 1.0294 3.8747
F -0.9146 -4.9918 2.1152
```